8 unconnected molecules or ions with the total composition C38H68NO7, computed with ωB97M-V/def2-TZVPD.

Last column: Mulliken charge in e.
CARTESIAN COORDINATES (ANGSTROEM)
C 4.726 3.305 -0.371  -0.914
C 4.492 2.351 0.523  -0.135
C 3.150 2.078 1.174  -0.341
N 2.437 3.229 1.677  -0.803
C 3.235 4.029 2.565  -1.177
C 3.912 3.261 3.681  0.540
C 3.183 2.573 4.649  -0.448
C 3.842 1.860 5.643  -0.500
C 5.233 1.795 5.696  -0.390
C 5.977 2.469 4.733  -0.738
C 5.308 3.188 3.743  -0.173
H 5.703 3.376 -0.825  0.295
H 3.941 4.011 -0.606  0.333
H 5.334 1.746 0.852  0.276
H 2.507 1.623 0.421  0.325
H 3.309 1.277 1.932  0.115
H 4.007 4.626 2.028  0.420
H 2.564 4.767 3.022  0.384
H 2.104 2.603 4.595  0.455
H 3.254 1.348 6.397  0.358
H 5.747 1.234 6.463  0.367
H 7.056 2.435 4.720  0.371
H 5.886 3.716 2.997  0.402
C -0.921 -0.975 -0.474  0.737
C -0.229 -1.777 -1.569  0.325
C 1.120 -1.082 -1.647  -0.082
O 1.404 -0.594 -0.337  -0.417
C 0.235 -0.680 0.474  -0.625
H -1.741 -1.509 0.008  -0.479
H -1.317 -0.042 -0.887  -0.097
H -0.101 -2.814 -1.249  -0.055
H -0.766 -1.776 -2.514  0.014
H 1.089 -0.228 -2.334  0.206
H 1.921 -1.754 -1.962  -0.189
H 0.371 -1.495 1.196  0.257
H 0.118 0.255 1.025  0.400
C -3.532 -0.224 -5.631  -0.581
C -3.062 1.124 -5.090  -0.638
C -2.368 0.713 -3.800  -0.020
O -1.836 -0.598 -4.030  -0.251
C -2.376 -1.134 -5.237  -0.479
H -3.723 -0.226 -6.704  0.360
H -4.447 -0.533 -5.120  0.248
H -2.344 1.574 -5.779  0.276
H -3.868 1.837 -4.923  0.326
H -3.077 0.660 -2.968  -0.175
H -1.556 1.384 -3.520  0.364
H -1.591 -1.134 -6.002  0.322
H -2.689 -2.166 -5.063  0.178
C 5.126 6.693 4.934  -0.126
C 5.375 8.195 4.832  -0.648
C 5.451 8.596 6.299  -0.451
O 5.980 7.470 7.000  -0.437
C 5.972 6.319 6.139  -0.355
H 5.398 6.138 4.039  0.157
H 4.071 6.502 5.140  0.165
H 6.332 8.383 4.339  0.286
H 4.600 8.732 4.286  0.357
H 4.455 8.820 6.700  0.253
H 6.096 9.460 6.472  0.296
H 7.005 6.099 5.845  0.245
H 5.579 5.462 6.684  0.238
C -2.216 -6.999 -2.160  -0.639
C -2.910 -5.900 -2.959  -0.651
C -2.717 -4.685 -2.058  0.412
O -1.484 -4.897 -1.365  -0.367
C -1.041 -6.239 -1.559  -0.268
H -1.903 -7.851 -2.764  0.377
H -2.875 -7.366 -1.369  0.270
H -2.389 -5.751 -3.908  0.289
H -3.959 -6.102 -3.174  0.396
H -3.516 -4.598 -1.319  -0.084
H -2.660 -3.747 -2.612  -0.153
H -0.185 -6.221 -2.242  0.122
H -0.715 -6.652 -0.603  0.257
C 3.498 -3.818 -3.824  0.049
C 4.177 -4.520 -2.653  -0.612
C 3.152 -5.587 -2.296  -0.327
O 2.487 -5.936 -3.517  -0.415
C 2.819 -4.981 -4.530  -0.430
H 4.187 -3.274 -4.470  0.406
H 2.751 -3.114 -3.455  -0.283
H 5.108 -4.987 -2.984  0.298
H 4.405 -3.859 -1.818  0.364
H 2.405 -5.199 -1.595  0.164
H 3.603 -6.481 -1.863  0.325
H 3.496 -5.460 -5.248  0.240
H 1.909 -4.687 -5.056  0.297
C -5.609 -2.306 1.795  0.000
C -6.699 -2.961 0.953  -0.723
C -6.164 -2.743 -0.456  -0.397
O -4.740 -2.746 -0.355  -0.153
C -4.353 -2.673 1.020  -0.308
H -5.585 -2.649 2.829  0.438
H -5.742 -1.222 1.799  -0.360
H -6.757 -4.028 1.179  0.316
H -7.689 -2.528 1.097  0.354
H -6.482 -1.771 -0.852  0.201
H -6.475 -3.520 -1.158  0.260
H -3.963 -3.648 1.332  0.290
H -3.558 -1.935 1.126  0.158
C -5.503 1.753 0.745  -0.449
C -6.752 2.293 0.054  -0.554
C -6.155 2.951 -1.184  -0.573
O -4.988 2.201 -1.518  -0.407
C -4.655 1.317 -0.441  0.195
H -5.704 0.939 1.440  0.170
H -5.003 2.553 1.294  0.306
H -7.406 1.467 -0.237  0.246
H -7.329 2.985 0.665  0.369
H -5.859 3.986 -0.978  0.287
H -6.837 2.950 -2.036  0.282
H -4.895 0.292 -0.748  -0.033
H -3.585 1.375 -0.243  0.124

Charge: -1
HOMO level in eV: -1.661
HOMO-LUMO gap in eV: 3.61